Record 1
ORCA calculation (ωB97M-V/def2-TZVPD) on 2 unconnected molecules or ions with the total composition C6H14NO in a non-equilibrium geometry.

Output
HOMO energy   -12.4 eV
Total charge   +1
Total energy   -9974.6080 eV
Molar mass   116.184 Da
Energy relative to the best compared isomer or geometry (same formula, charge and spin)   129.99 kcal/mol

Last column: Löwdin charge in e.
Cartesian coordinates (Å):
O (0.3381, 0.7135, -1.3154)  0.106
C (1.0083, -0.3796, -1.3772)  -0.104
C (1.4714, -0.9931, -0.1970)  0.248
C (1.1098, -0.2966, 1.1225)  -0.083
C (-0.3484, 0.2887, 1.2878)  -0.186
C (-1.4278, -0.7508, 1.0812)  -0.284
C (-1.7602, -1.6696, 2.2140)  -0.096
N (0.6576, 2.6918, -3.6422)  -0.013
H (1.1283, -0.8621, -2.3384)  0.148
H (2.1574, -1.7757, -0.3086)  0.131
H (0.0526, 3.5136, -3.4855)  0.028
H (1.1728, -0.8757, 2.0766)  0.139
H (1.6933, 0.6237, 1.2168)  0.167
H (-0.5209, 1.0311, 0.4068)  0.131
H (-0.4032, 0.7535, 2.2814)  0.134
H (-1.0559, -1.3580, 0.1796)  0.128
H (-2.3008, -0.2206, 0.7359)  0.116
H (-2.4361, -2.4898, 1.9702)  0.084
H (-0.8149, -2.1195, 2.5542)  0.073
H (-2.1850, -1.0751, 3.0862)  0.112
H (1.0544, 2.9206, -4.5503)  0.005
H (1.4092, 2.3296, -2.9988)  0.017

***

Record 2
ORCA calculation (ωB97M-V/def2-TZVPD) on a molecular structure, C15H40N2NbO4 in a non-equilibrium geometry.

Output
HOMO energy   -5.0 eV
Total charge   -1
Total energy   -28917.7201 eV
Molar mass   405.401 Da
Energy relative to the best compared isomer or geometry (same formula, charge and spin)   0.00 kcal/mol

Last column: Löwdin charge in e.
Cartesian coordinates (Å):
C (7.8520, 2.0544, 2.7856)  -0.104
N (6.7016, 1.1763, 2.5858)  -0.177
C (7.1246, -0.2448, 2.5947)  -0.084
C (6.1099, 1.4791, 1.2883)  -0.642
O (6.6550, 1.1881, 0.2829)  0.035
C (4.8153, 2.1996, 1.3255)  -0.300
Nb (3.1412, 1.2872, 0.0855)  1.170
C (1.9023, 0.5937, 1.8677)  -0.406
C (1.9326, 1.4528, 3.0692)  -0.426
N (1.7806, 2.7037, 3.1139)  0.034
H (8.5925, 1.5998, 3.4310)  0.069
H (8.3516, 2.2481, 1.8323)  0.083
H (7.5786, 3.0152, 3.2151)  0.076
H (6.8457, -0.6790, 3.5505)  0.071
H (6.6412, -0.7768, 1.7890)  0.074
H (8.2049, -0.3421, 2.4904)  0.069
H (5.0303, 3.1681, 0.8660)  0.048
H (4.5493, 2.3964, 2.3619)  0.033
H (2.1854, 2.8599, -0.0585)  -0.159
H (4.0875, 1.6622, -1.4280)  -0.166
H (4.0257, -0.3341, 0.1302)  -0.137
H (1.9407, 0.4521, -1.0138)  -0.175
H (0.8647, 0.5657, 1.5270)  0.010
H (2.1664, -0.4404, 2.0706)  0.010
H (2.0981, 0.9533, 4.0237)  0.083
H (1.6211, 3.0375, 2.1548)  -0.015
C (-3.5927, 2.6455, 2.0941)  -0.064
C (-2.5020, 1.5881, 2.1884)  -0.499
C (-2.4654, 0.9480, 3.5680)  -0.055
O (-1.2365, 2.1676, 1.8919)  -0.064
H (-3.4095, 3.4488, 2.8132)  0.079
H (-3.6019, 3.0965, 1.1009)  0.077
H (-4.5782, 2.2191, 2.2935)  0.076
H (-2.6774, 0.8192, 1.4351)  0.117
H (-2.2459, 1.6989, 4.3321)  0.082
H (-1.6769, 0.1965, 3.6176)  0.081
H (-3.4179, 0.4720, 3.8105)  0.077
H (-1.0593, 2.8527, 2.5482)  0.083
C (-0.5304, -1.8671, -1.4944)  -0.065
C (-1.9469, -2.0406, -0.9746)  -0.495
C (-2.9339, -1.2057, -1.7763)  -0.066
O (-1.9996, -1.6689, 0.4035)  -0.064
H (-0.2136, -0.8250, -1.4045)  0.053
H (0.1671, -2.4622, -0.9046)  0.081
H (-0.4476, -2.1683, -2.5405)  0.079
H (-2.2355, -3.0920, -1.0237)  0.134
H (-2.6887, -0.1423, -1.6998)  0.082
H (-3.9470, -1.3314, -1.3885)  0.073
H (-2.9270, -1.4902, -2.8298)  0.068
H (-1.7356, -0.7427, 0.4636)  0.061
C (-6.4327, -2.1385, -4.5385)  -0.063
C (-5.2189, -2.8570, -5.1084)  -0.504
C (-5.5833, -3.6664, -6.3443)  -0.068
O (-4.6516, -3.7108, -4.1179)  -0.058
H (-7.1974, -2.8590, -4.2343)  0.080
H (-6.1557, -1.5672, -3.6519)  0.075
H (-6.8703, -1.4570, -5.2701)  0.078
H (-4.4492, -2.1276, -5.3632)  0.137
H (-6.3219, -4.4342, -6.0962)  0.079
H (-4.7047, -4.1786, -6.7380)  0.078
H (-5.9962, -3.0293, -7.1284)  0.077
H (-5.3144, -4.3670, -3.8738)  0.086

***

Record 3
ORCA calculation (ωB97M-V/def2-TZVPD) on a molecular structure, H4O2 in a non-equilibrium geometry.

Output
HOMO energy   -9.9 eV
Total energy   -4158.6150 eV
Molar mass   36.030 Da
Energy relative to the best compared isomer or geometry (same formula, charge and spin)   30.53 kcal/mol

Last column: Löwdin charge in e.
Cartesian coordinates (Å):
O (3.8370, 6.0698, -3.6229)  -0.011
H (4.7828, 6.3243, -3.5281)  0.120
H (3.3473, 6.7287, -3.0804)  0.114
O (4.4081, 4.3993, -4.7471)  -0.129
H (3.8393, 4.9632, -4.1756)  -0.136
H (4.0192, 4.4859, -5.6468)  0.042

***

Record 4
ORCA calculation (ωB97M-V/def2-TZVPD) on 2 unconnected molecules or ions with the total composition C4H16NSi2 in a non-equilibrium geometry.

Output
HOMO energy   -14.5 eV
Total charge   +1
Total energy   -21643.3448 eV
Molar mass   134.351 Da
Energy relative to the best compared isomer or geometry (same formula, charge and spin)   27.12 kcal/mol

Last column: Löwdin charge in e.
Cartesian coordinates (Å):
C (-1.8086, -1.4044, -0.5569)  -0.052
C (-1.9889, 1.0887, -0.2256)  -0.055
C (-1.7100, -0.2542, 0.4374)  -0.479
C (1.5242, 0.0654, -0.5327)  -0.325
N (-0.4082, -0.2456, 1.0825)  0.101
Si (2.0953, 1.8003, -0.0139)  0.642
Si (2.3745, -1.5876, -0.1497)  0.632
H (-1.0841, -1.2804, -1.3571)  0.069
H (-1.6357, -2.3650, -0.0751)  0.084
H (-2.8006, -1.4223, -0.9957)  0.092
H (-1.2528, 1.2953, -0.9998)  0.068
H (-1.9652, 1.8960, 0.5011)  0.083
H (-2.9713, 1.0725, -0.6842)  0.091
H (-2.4782, -0.4091, 1.2132)  0.153
H (0.8551, 0.0516, -1.3856)  0.008
H (-0.2532, 0.5495, 1.6925)  0.107
H (-0.1731, -1.1252, 1.5311)  0.105
H (2.9504, 2.1521, -1.1485)  -0.040
H (2.8107, 1.6971, 1.2464)  -0.059
H (0.9104, 2.6421, 0.0696)  -0.064
H (2.7090, -1.5876, 1.2700)  -0.056
H (1.4633, -2.6672, -0.5177)  -0.062
H (3.5538, -1.4865, -1.0107)  -0.042

***

Record 5
ORCA calculation (ωB97M-V/def2-TZVPD) on 2 unconnected molecules or ions with the total composition C2H3F2S.

Output
HOMO energy (alpha / beta)   -8.7 / -10.5 eV
Total energy   -18389.7646 eV
Molar mass   97.109 Da
<S²>   0.76
Energy relative to the best compared isomer or geometry (same formula, charge and spin)   3.22 kcal/mol
Multiplicity   2

Last column: Löwdin charge in e.
Cartesian coordinates (Å):
S (1.6396, 2.6906, 2.1064)  0.698
C (0.7715, 1.3668, 2.1190)  -0.692
F (0.2858, 0.6821, 3.1050)  -0.004
F (-0.1522, -0.2533, -0.3897)  -0.150
C (-0.5642, -0.9901, -1.5273)  -0.076
H (-0.7426, -0.2810, -2.3471)  0.076
H (-1.4780, -1.5296, -1.2727)  0.072
H (0.2400, -1.6855, -1.7936)  0.075

***

Record 6
ORCA calculation (ωB97M-V/def2-TZVPD) on 2 unconnected molecules or ions with the total composition C3H8NO2P in a non-equilibrium geometry.

Output
HOMO energy (alpha / beta)   -8.3 / -8.3 eV
Total energy   -18111.5293 eV
Molar mass   121.076 Da
Energy relative to the best compared isomer or geometry (same formula, charge and spin)   81.92 kcal/mol

Last column: Löwdin charge in e.
Cartesian coordinates (Å):
C (-0.5678, 2.0422, 1.9522)  -0.006
C (0.1345, 1.3067, 1.0883)  -0.350
C (-0.6382, -0.9664, -0.3042)  -0.094
N (-0.0724, 1.1138, -0.2552)  0.019
O (1.0703, -0.4967, -2.2373)  -0.269
O (1.0779, -2.6889, -1.0870)  -0.333
P (0.0495, -1.6482, -1.8660)  0.723
H (-0.5422, 1.7328, 2.9746)  0.038
H (-1.1248, 2.8826, 1.6132)  0.040
H (0.8079, 0.4769, 1.4189)  0.110
H (-0.4309, -1.2818, 0.7126)  0.051
H (-1.6656, -0.9374, -0.1795)  0.006
H (-0.8327, 1.5734, -0.6635)  0.047
H (0.9941, 0.0300, -1.4888)  -0.056
H (1.7402, -3.1390, -1.6782)  0.075